# 1
{"formula": "C6H18NSSi", "method": "ωB97M-V/def2-TZVPD", "symbols": ["C", "C", "C", "C", "C", "C", "N", "Si", "S", "H", "H", "H", "H", "H", "H", "H", "H", "H", "H", "H", "H", "H", "H", "H", "H", "H", "H"], "xyz": [[-2.762151, 1.905033, -0.102834], [0.479976, -0.901434, 2.488764], [0.907124, -2.342217, -0.402095], [-1.780741, 1.079029, 0.779011], [-0.923205, 0.176543, -0.151870], [2.066928, 0.462026, 0.365422], [2.938360, -0.233255, -1.723208], [0.520811, -0.794846, 0.680275], [1.841664, 2.056975, 0.021270], [-3.380198, 1.227337, -0.680029], [-3.223636, 2.788748, 0.401241], [-2.111258, 2.230167, -0.950340], [1.526692, -1.242931, 2.705646], [0.317791, 0.030783, 3.049911], [-0.170427, -1.753703, 2.680236], [1.969197, -2.619805, -0.334814], [0.519063, -3.329202, -0.106057], [0.894617, -1.987778, -1.387668], [-1.232402, 1.566901, 1.498148], [-2.415292, 0.434543, 1.378790], [-0.670323, 0.887866, -1.049392], [-1.744871, -0.426869, -0.513125], [2.980786, 0.174440, 0.872784], [2.956575, 0.645700, -2.152953], [3.825289, -0.706717, -1.518558], [2.257154, -0.849841, -2.070108], [0.684540, 1.900010, -0.659905]], "atomic_forces_ev_per_a": [[2.23, 0.61, -0.38], [1.51, -0.43, 0.19], [1.63, -0.14, 2.79], [-1.90, -1.38, -1.41], [-0.23, 1.43, -0.14], [-0.79, -1.36, -0.49], [0.74, -1.07, 2.72], [-0.22, 0.80, -2.92], [0.27, 0.64, 0.02], [-0.91, -0.03, 0.60], [0.04, -1.05, -0.58], [-0.44, 0.75, 0.56], [-0.79, 0.12, 0.24], [-0.36, -0.57, -0.20], [-0.25, 0.26, 0.68], [0.26, 0.45, 0.48], [-0.90, 0.65, -0.70], [-1.19, -0.18, -1.66], [1.38, 1.94, 1.32], [-0.04, -0.43, 0.24], [-0.01, -1.68, 1.23], [0.44, -0.93, -0.72], [0.23, 0.40, 0.02], [0.46, 1.11, -0.87], [-0.47, 0.60, -0.60], [-0.65, -0.70, -0.79], [-0.03, 0.18, 0.39]], "energy_ev": -26708.7908, "charge": 1, "largest_force_ev_per_a": 3.23, "de_lowest_kcal_mol": 8.4, "orbital_gap_ev": 9.1843}

***

# 2
{"formula": "C6H19N4O7PS2", "method": "ωB97M-V/def2-TZVPD", "symbols": ["N", "C", "C", "C", "P", "N", "O", "C", "N", "S", "N", "C", "C", "S", "H", "H", "H", "H", "H", "H", "H", "O", "H", "H", "O", "H", "H", "O", "H", "H", "O", "H", "H", "O", "H", "H", "O", "H", "H"], "xyz": [[-0.369209, -4.244651, -1.324667], [-0.628499, -2.942541, -0.821621], [-1.984942, -2.419752, -0.795447], [-2.257561, -1.156841, -0.349606], [-4.029890, -0.562454, -0.397501], [-4.967311, -1.675674, 0.529548], [-4.528522, -0.846942, -1.952674], [-1.155071, -0.336099, 0.153778], [-1.136110, 0.941547, 0.693602], [0.398267, 1.258522, 1.029643], [1.200570, -0.088299, 0.570512], [0.200473, -0.864618, 0.131856], [0.430183, -2.189713, -0.391246], [2.134830, -2.774175, -0.439438], [-1.278687, -4.705359, -1.361377], [0.197130, -4.786508, -0.678830], [-2.770069, -3.090706, -1.156705], [-4.585929, -1.632279, 1.473452], [-4.810897, -2.610971, 0.144940], [-4.099477, -0.228809, -2.558620], [2.576147, -2.183424, -1.583315], [-2.404531, 3.113048, -1.757748], [-2.216731, 2.452004, -1.077238], [-1.640636, 3.698076, -1.751579], [4.922899, -1.184925, -1.406593], [4.264016, -0.855193, -0.786186], [5.057542, -0.449591, -2.013191], [1.545961, 4.046656, 2.048385], [2.001331, 4.872197, 2.248057], [1.415109, 3.637820, 2.914938], [2.978169, -0.064937, -3.168100], [2.334868, 0.188073, -2.495904], [2.602509, -0.857310, -3.566535], [4.096395, 2.332921, 1.568462], [3.496990, 3.029405, 1.866426], [3.515322, 1.581956, 1.395112], [0.224381, 3.883562, 4.979461], [-0.370130, 4.580263, 5.276208], [-0.358897, 3.135734, 4.809737]], "atomic_forces_ev_per_a": [[-1.60, 0.25, 0.59], [0.48, -0.44, -0.02], [1.29, 0.09, 0.13], [-0.09, -0.36, -0.06], [-0.14, 2.55, 0.78], [1.00, -0.34, -1.47], [0.31, -0.99, 0.63], [0.86, 0.70, 0.48], [0.05, -1.85, -0.88], [0.28, 0.39, 0.09], [-1.96, 1.05, 0.24], [-0.44, -1.69, -0.93], [0.63, 0.85, -0.03], [-0.34, -0.09, -0.08], [0.36, -0.24, -0.32], [0.31, 0.19, -0.30], [0.08, 0.35, 0.05], [-0.24, -0.09, -0.04], [-0.28, -0.14, 0.48], [-0.12, 0.05, 0.15], [-0.36, -0.14, 0.37], [0.06, -0.20, 0.04], [-0.06, 0.15, 0.04], [-0.02, -0.02, 0.02], [0.19, -0.07, 0.21], [0.06, -0.01, 0.05], [-0.13, -0.07, -0.09], [0.33, -0.13, 0.12], [-0.13, 0.06, -0.02], [-0.19, 0.24, 0.08], [-0.31, 0.08, -0.03], [0.03, 0.08, -0.03], [0.09, 0.02, -0.08], [-0.10, -0.10, 0.06], [-0.10, -0.06, -0.17], [0.14, 0.07, 0.01], [-0.06, -0.14, -0.09], [0.08, 0.06, -0.04], [0.02, 0.00, 0.05]], "energy_ev": -57782.6344, "charge": 0, "largest_force_ev_per_a": 2.67, "orbital_gap_ev": 7.4638}

***

# 3
{"formula": "C6H19NO3", "method": "ωB97M-V/def2-TZVPD", "symbols": ["C", "C", "C", "C", "C", "N", "C", "O", "H", "H", "H", "H", "H", "H", "H", "H", "H", "H", "H", "H", "H", "H", "H", "O", "H", "H", "O", "H", "H"], "xyz": [[-1.992063, -0.200359, 2.039282], [-1.327225, -1.345737, 1.249524], [-0.378392, -0.635060, 0.256870], [0.357896, -1.402489, -0.832661], [0.502341, -0.565442, -2.117446], [1.021247, -1.231821, -3.297709], [1.318262, 0.721450, -1.759303], [0.330077, 1.824870, -1.839127], [-1.270691, 0.627216, 2.091677], [-2.104277, -0.506553, 3.095720], [-2.973566, 0.100345, 1.682378], [-2.089079, -1.964511, 0.789307], [-0.803444, -2.043598, 1.893031], [0.432134, -0.119264, 0.804817], [-0.988029, 0.171787, -0.152665], [1.401964, -1.533324, -0.544960], [-0.049495, -2.346573, -1.152812], [-0.519048, -0.193689, -2.414274], [1.033822, -0.627600, -4.108246], [0.609805, -2.143698, -3.362561], [1.763961, 0.976709, -0.828696], [1.964660, 0.938652, -2.614344], [-0.110184, 1.835297, -2.688820], [0.653344, 0.263380, 3.747602], [-0.040999, 0.315245, 3.084510], [1.436847, 0.653742, 3.340896], [0.882637, 2.630130, 1.420445], [0.169438, 3.182938, 1.755694], [0.768049, 2.617947, 0.461863]], "atomic_forces_ev_per_a": [[0.61, -0.91, 1.50], [0.33, 0.64, -0.25], [0.03, -0.13, 0.16], [0.74, 0.21, -1.43], [-0.80, 1.22, 0.60], [1.18, -0.12, 1.48], [-2.70, 1.61, -3.37], [0.51, 0.39, 0.99], [-0.76, 0.27, -0.45], [-0.28, 0.09, -0.36], [0.19, 0.21, -0.26], [-0.12, 0.05, -0.57], [0.33, 0.12, 0.31], [-0.63, -0.12, 0.22], [0.12, 0.02, -0.43], [-0.07, -0.66, 0.32], [-0.43, -0.63, 0.41], [0.60, -0.04, 0.77], [-0.34, -0.58, -0.07], [-0.12, -0.10, -0.83], [0.61, -0.97, 0.86], [0.71, -0.36, 0.46], [0.06, -0.18, -0.19], [0.28, -0.10, 0.21], [0.28, 0.07, 0.07], [-0.26, 0.04, -0.05], [0.04, -0.11, -0.02], [0.04, -0.01, -0.05], [-0.15, 0.07, -0.04]], "energy_ev": -14161.5716, "charge": 0, "largest_force_ev_per_a": 4.61, "de_lowest_kcal_mol": 34.8, "orbital_gap_ev": 9.9341}

***

# 4
{"formula": "C6H20ClI2IrOP2", "method": "ωB97M-V/def2-TZVPD", "symbols": ["I", "I", "Ir", "P", "C", "C", "H", "H", "H", "H", "H", "H", "C", "H", "H", "H", "P", "C", "C", "H", "H", "H", "C", "H", "H", "H", "H", "H", "H", "Cl", "O", "H", "H"], "xyz": [[-0.052512, 1.373282, -3.721777], [-0.039497, 2.433874, -0.817497], [0.008016, -0.549080, 0.496830], [-2.081426, 0.134142, -0.071547], [-2.712921, 1.316538, 1.153396], [-2.703160, 0.519399, -1.741520], [-3.796161, 0.382076, -1.666502], [-3.923274, -1.372388, 0.033046], [-2.197234, -0.124300, -2.485174], [-2.359262, -2.307073, -0.167805], [-2.335347, 2.310028, 0.863389], [-2.483690, 1.579160, -1.939250], [-2.876662, -1.484118, 0.367223], [-3.807288, 1.233894, 1.082198], [-2.800839, -1.660642, 1.457654], [-2.325523, 1.040227, 2.146117], [2.039337, 0.133072, -0.061675], [2.720927, 1.357815, 1.128543], [2.935316, -1.446945, 0.325207], [2.253360, -0.039046, -2.439575], [3.812808, 0.574227, -1.704110], [2.375167, 1.669342, -1.848705], [2.707958, 0.629201, -1.691458], [2.381446, -2.269787, -0.176136], [3.970031, -1.348954, -0.064928], [3.826169, 1.335884, 1.057308], [2.340987, 1.093357, 2.129847], [2.917037, -1.621272, 1.418395], [2.299121, 2.335388, 0.826963], [-0.023872, -1.810632, -1.447238], [-0.247956, -1.638569, 2.266563], [0.285601, -1.172215, 2.942382], [-0.106657, -2.605893, 2.349832]], "atomic_forces_ev_per_a": [[0.13, 0.16, -0.75], [-0.19, 0.64, 0.23], [-1.32, -0.91, -1.85], [-1.95, -1.01, 0.59], [0.79, 0.08, -0.62], [0.59, 0.38, 0.30], [0.38, -0.15, -0.27], [0.28, -0.29, 0.26], [-0.67, 0.10, 0.38], [-0.65, 0.43, 0.19], [-0.59, -0.24, 0.40], [-0.39, -0.41, -0.05], [0.72, 0.16, -0.07], [0.19, 0.19, 0.26], [-0.29, 0.17, -0.55], [-0.38, 0.12, -0.23], [4.58, 1.10, 0.31], [-0.53, -0.12, -0.52], [-0.97, -0.16, 0.00], [0.44, 0.18, 0.05], [-0.55, -0.10, 0.11], [0.55, -0.50, -0.16], [-0.72, 0.12, -0.03], [0.76, 0.30, 0.21], [-0.55, -0.14, 0.31], [-0.56, 0.15, 0.22], [0.48, 0.24, -0.26], [0.29, 0.08, -0.53], [0.61, -0.33, 0.42], [-0.25, 0.13, 0.27], [0.24, 0.03, 1.03], [-0.37, -0.67, 0.28], [-0.09, 0.28, 0.06]], "energy_ev": -58701.4383, "charge": 3, "largest_force_ev_per_a": 4.72, "s2": 8.7898, "orbital_gap_ev": [5.6835, 6.3767], "spin_multiplicity": 6}

***

# 5
{"formula": "C6H20N10O8Zn", "method": "ωB97M-V/def2-TZVPD", "symbols": ["Zn", "C", "O", "O", "O", "C", "O", "N", "N", "H", "H", "H", "H", "C", "O", "N", "N", "H", "H", "H", "H", "C", "O", "N", "N", "H", "H", "H", "H", "C", "O", "N", "N", "H", "H", "H", "H", "C", "O", "N", "N", "H", "H", "H", "H"], "xyz": [[19.195550, -13.109840, 0.296220], [21.782250, -12.850790, -1.295610], [22.127680, -13.094420, -2.449090], [20.720450, -13.266050, -0.857240], [22.593990, -12.259550, -0.643510], [17.347980, -13.715270, -2.050740], [17.691480, -13.000360, -1.091890], [18.102610, -14.632290, -2.548430], [16.230370, -13.731230, -2.511370], [18.951070, -14.728770, -2.009070], [17.864430, -15.279430, -3.286380], [15.629500, -13.020130, -2.119740], [16.078280, -14.147560, -3.418920], [17.343000, -12.640530, 2.805810], [17.725800, -12.836820, 1.652920], [17.894850, -12.033810, 3.778300], [16.229350, -13.131100, 3.223620], [18.612360, -11.385610, 3.486550], [17.557380, -11.988920, 4.729190], [15.488580, -13.360410, 2.576490], [16.083640, -13.006900, 4.215300], [21.322830, -13.413950, 2.675110], [20.384650, -13.114510, 1.920970], [21.271460, -14.090570, 3.807200], [22.577380, -13.024730, 2.553780], [22.121570, -14.266240, 4.323490], [20.349790, -14.396430, 4.084820], [23.208060, -13.145750, 3.333330], [22.927060, -12.593140, 1.710240], [20.075810, -9.969800, 0.403550], [19.339330, -10.940980, 0.396320], [19.668190, -8.782560, 0.138020], [21.340530, -10.037860, 0.795570], [18.724520, -8.613780, -0.179940], [20.364040, -8.065820, -0.010930], [21.888280, -9.200100, 0.930600], [21.794960, -10.939470, 0.769310], [18.694090, -15.989690, 1.181220], [18.706040, -14.972710, 0.478590], [17.743240, -16.892500, 1.170210], [19.632350, -16.331760, 1.987030], [17.037400, -16.720100, 0.468660], [17.821510, -17.697040, 1.775760], [19.488510, -17.212060, 2.460810], [20.534080, -16.188800, 1.555110]], "atomic_forces_ev_per_a": [[1.49, 1.91, -1.36], [2.38, -0.80, -4.40], [-0.37, -1.42, -4.35], [-6.59, -2.69, 2.51], [4.12, 4.39, 6.87], [7.06, 0.39, 4.68], [-0.61, 0.61, -0.23], [4.06, -2.53, -0.50], [-10.58, 1.61, -3.66], [0.78, -0.20, -0.69], [0.13, 0.31, 0.37], [-0.41, -0.12, -0.64], [-0.51, 0.32, 0.32], [-0.06, -1.74, -4.00], [-0.71, 0.99, 0.82], [5.02, 3.87, 2.80], [-4.83, -2.49, 1.24], [0.44, -0.18, 0.50], [0.01, 0.18, -0.58], [0.24, -0.24, 0.37], [-1.09, -0.27, -0.57], [0.07, 1.52, -1.39], [1.25, -0.85, 2.31], [-2.46, -1.88, 2.19], [2.38, 1.45, -1.38], [-0.79, -0.26, 0.05], [0.46, -0.22, 0.40], [-0.05, 0.13, -0.57], [-0.15, -0.02, -0.68], [1.29, -3.02, 1.17], [-1.44, -0.77, -0.27], [-1.74, 4.88, -1.24], [1.40, 0.20, 0.99], [0.33, -0.20, 0.04], [-0.46, -0.04, -0.11], [-0.03, -0.40, -0.27], [0.39, -0.52, -0.72], [-1.39, 2.16, -2.43], [-0.70, -2.63, 0.13], [-2.81, -0.68, -0.93], [4.38, -0.63, 2.90], [-0.37, -0.58, 0.49], [-0.62, 0.08, -0.72], [0.66, 0.16, -0.10], [0.44, 0.23, 0.65]], "energy_ev": -86247.0028, "charge": 0, "largest_force_ev_per_a": 11.31, "de_lowest_kcal_mol": 82.9, "orbital_gap_ev": 3.5967}

***

# 6
{"formula": "C6H20N3O3Si", "method": "ωB97M-V/def2-TZVPD", "symbols": ["C", "O", "Si", "O", "C", "O", "C", "C", "N", "N", "C", "C", "N", "H", "H", "H", "H", "H", "H", "H", "H", "H", "H", "H", "H", "H", "H", "H", "H", "H", "H", "H", "H"], "xyz": [[1.931932, 2.319330, 1.001512], [0.903353, 1.376801, 0.702585], [0.963063, -0.084947, 0.015214], [1.628317, -1.320426, 0.775740], [2.686543, -1.702204, 1.647362], [1.300047, 0.344012, -1.457998], [0.980336, -0.141354, -2.758795], [-0.914134, -0.834285, 0.076218], [-0.761695, -2.001350, -0.800946], [-1.398570, -1.133429, 1.407890], [-1.984275, 0.159787, -0.547618], [-3.337512, -0.283605, -0.817958], [-1.950976, 1.144452, 0.663357], [2.764619, 2.338168, 0.212193], [2.344638, 1.925617, 1.912335], [1.494808, 3.366082, 1.076122], [3.489320, -1.034064, 1.517954], [2.968623, -2.745797, 1.353950], [2.253459, -1.892349, 2.670411], [1.205102, 0.501177, -3.549123], [-0.028667, -0.541246, -2.682116], [1.743648, -1.015784, -2.945932], [-1.633104, -2.447330, -0.850254], [0.064223, -2.479564, -0.556133], [-0.710997, -1.120546, 2.145344], [-1.939923, -1.971401, 1.633352], [-1.575373, 0.580534, -1.377082], [-3.577796, -1.210845, -0.194238], [-3.442133, -0.466135, -1.890785], [-4.016842, 0.524848, -0.502500], [-1.117187, 1.603596, 0.537192], [-2.761979, 1.742520, 0.980015], [-1.639638, 0.400176, 1.434201]], "atomic_forces_ev_per_a": [[0.68, 0.63, -1.11], [-0.46, 0.46, 0.69], [-2.54, -0.30, 0.66], [0.22, -0.05, -0.02], [-1.54, -2.69, 0.26], [0.66, 0.56, -1.80], [1.85, -3.95, 1.44], [0.88, -0.55, -1.75], [-0.12, 3.08, 0.14], [0.37, -0.45, 1.88], [1.31, -0.32, 4.26], [-1.84, -1.58, 0.79], [-2.16, -1.30, 0.42], [-1.32, -0.07, 0.90], [0.51, 0.71, 0.65], [0.55, -1.48, 0.13], [1.07, 0.68, 0.54], [0.18, 1.00, -0.04], [0.74, 1.00, -0.77], [-0.11, 1.74, -0.76], [0.08, 0.04, -0.78], [-1.72, 1.18, 0.15], [-0.78, -1.63, -0.23], [0.39, -1.43, 0.24], [0.63, -0.09, -0.13], [-0.11, 0.30, -0.92], [1.31, 1.76, -2.15], [-0.06, 1.15, -0.98], [-0.33, -0.22, 0.31], [-0.14, -0.53, -0.43], [2.38, 2.53, -0.21], [1.16, -0.89, -0.95], [-1.75, 0.70, -0.42]], "energy_ev": -25031.9716, "charge": 1, "largest_force_ev_per_a": 4.59, "de_lowest_kcal_mol": 6.7, "orbital_gap_ev": 10.4026}

***

> charge of number 5 (C6H20N10O8Zn)?

0

***

> What is the formula in the fourth record?

C6H20ClI2IrOP2